Entry 1:
50
Properties=species:S:1:pos:R:3:lowdin_charge:R:1 method="wB97M-V/def2-TZVPD" smiles="COc1ccc(C(=O)NCC(=O)OCC(=O)N2CCCc3ccccc32)cc1" e_tot_ev=-35353.063 spin_multiplicity=1 fmax_ev_per_a=0.6
C -3.133 -0.446 5.849 -0.09
H -3.507 0.577 5.954 0.10
O -1.740 -0.468 5.642 -0.08
C -1.231 0.145 4.545 -0.27
C 0.160 0.101 4.411 0.01
C 0.771 0.693 3.331 -0.02
C 0.022 1.333 2.342 -0.15
C -1.359 1.385 2.486 -0.02
C -1.983 0.802 3.575 -0.01
H -3.056 0.869 3.658 0.10
H -1.972 1.906 1.765 0.11
C 0.766 1.917 1.196 -0.46
O 1.959 2.155 1.240 0.06
N 0.028 2.179 0.084 0.09
H -0.911 1.819 -0.005 0.12
C 0.660 2.509 -1.166 -0.05
C -0.007 1.732 -2.284 -0.47
O -1.117 1.272 -2.201 0.13
O 0.783 1.638 -3.346 0.01
C 0.287 0.935 -4.481 -0.04
H 1.129 0.869 -5.174 0.14
H -0.511 1.519 -4.954 0.15
C -0.316 -0.459 -4.262 -0.43
O -1.158 -0.842 -5.052 0.08
N 0.074 -1.216 -3.213 0.02
C 1.118 -0.928 -2.314 -0.18
C 2.389 -0.564 -2.740 -0.01
C 3.368 -0.281 -1.804 -0.07
C 3.097 -0.390 -0.450 -0.07
C 1.844 -0.799 -0.027 -0.03
C 0.845 -1.057 -0.949 -0.17
C -0.518 -1.563 -0.598 -0.12
C -0.741 -2.800 -1.472 -0.15
C -0.750 -2.397 -2.946 -0.11
H -1.763 -2.142 -3.271 0.13
H -0.398 -3.221 -3.575 0.13
H 0.065 -3.512 -1.278 0.12
H -1.686 -3.285 -1.230 0.11
H -1.274 -0.811 -0.842 0.11
H -0.588 -1.803 0.463 0.12
H 1.634 -0.910 1.026 0.11
H 3.860 -0.162 0.277 0.11
H 4.351 0.016 -2.136 0.11
H 2.610 -0.506 -3.795 0.12
H 1.726 2.268 -1.105 0.13
H 0.563 3.581 -1.388 0.14
H 1.845 0.676 3.226 0.12
H 0.732 -0.401 5.175 0.12
H -3.668 -0.948 5.037 0.10
H -3.301 -0.987 6.778 0.09



Entry 2:
53
Properties=species:S:1:pos:R:3:lowdin_charge:R:1 method="wB97M-V/def2-TZVPD" smiles="COc1ccc(-n2c(Cc3cccn3C)nnc2SCC(=O)Nc2nc(C)cs2)cc1" e_tot_ev=-56840.044 spin_multiplicity=1 fmax_ev_per_a=1.1
C -1.305 6.808 -1.668 -0.08
H -0.621 7.112 -0.869 0.10
O -0.823 5.681 -2.360 -0.08
C -0.656 4.519 -1.680 -0.27
C -0.197 3.434 -2.433 0.02
C 0.008 2.207 -1.844 0.01
C -0.232 2.048 -0.483 -0.23
C -0.695 3.114 0.271 -0.03
C -0.907 4.346 -0.322 -0.01
H -1.270 5.159 0.287 0.11
H -0.891 2.983 1.325 0.11
N -0.029 0.793 0.123 0.05
C -0.956 0.056 0.811 -0.58
N -0.439 -1.072 1.212 0.04
N 0.841 -1.093 0.806 0.07
C 1.096 0.007 0.155 -0.27
C 2.418 0.373 -0.425 -0.03
C 2.638 -0.235 -1.777 -0.25
C 2.699 0.388 -3.002 -0.07
C 2.925 -0.609 -3.968 -0.09
C 2.997 -1.800 -3.298 -0.10
N 2.819 -1.572 -1.971 -0.11
C 2.913 -2.577 -0.947 -0.02
H 3.904 -2.562 -0.483 0.10
H 2.753 -3.557 -1.393 0.09
H 2.162 -2.405 -0.174 0.05
H 3.157 -2.792 -3.671 0.11
H 3.023 -0.463 -5.025 0.09
H 2.614 1.442 -3.181 0.10
H 2.480 1.459 -0.517 0.13
H 3.190 0.027 0.268 0.13
S -2.591 0.579 1.066 1.01
C -3.308 -1.012 1.594 -0.34
C -3.205 -1.986 0.446 -0.54
O -3.748 -1.823 -0.621 0.07
N -2.418 -3.094 0.643 0.10
C -1.645 -3.451 1.717 -0.64
N -1.842 -3.134 2.946 0.08
C -0.890 -3.653 3.770 -0.44
C 0.043 -4.416 3.145 -0.37
S -0.251 -4.484 1.447 1.02
H 0.876 -4.936 3.571 0.06
C -0.954 -3.358 5.227 -0.04
H -0.185 -3.909 5.761 0.08
H -0.811 -2.291 5.392 0.08
H -1.933 -3.630 5.617 0.08
H -2.275 -3.642 -0.199 0.15
H -4.354 -0.790 1.801 0.09
H -2.789 -1.366 2.482 0.05
H 0.345 1.367 -2.431 0.11
H -0.019 3.580 -3.486 0.12
H -1.366 7.603 -2.409 0.09
H -2.299 6.627 -1.249 0.10



Entry 3:
56
Properties=species:S:1:pos:R:3:lowdin_charge:R:1 method="wB97M-V/def2-TZVPD" total_charge=+2 e_tot_ev=-109111.873 spin_multiplicity=1 fmax_ev_per_a=2.3
Os -0.175 -0.356 0.037 1.30
O -2.885 -0.340 7.188 0.14
C -2.793 -1.528 6.566 -0.47
O -3.196 -2.526 7.079 0.16
C -2.176 -1.550 5.189 -0.11
C -1.278 -0.596 4.724 0.00
C -0.733 -0.708 3.453 -0.03
C -1.076 -1.788 2.656 -0.27
C -1.979 -2.745 3.108 0.00
C -2.519 -2.626 4.376 0.02
N -0.488 -1.900 1.349 -0.08
C -0.094 -3.067 0.957 -0.04
C 0.515 -3.146 -0.354 -0.23
C 0.930 -4.329 -0.947 0.03
C 1.474 -4.284 -2.219 -0.01
C 1.583 -3.057 -2.857 -0.01
C 1.155 -1.913 -2.210 -0.08
N 0.634 -1.944 -0.975 -0.09
H -2.578 0.384 6.631 0.10
H -0.959 0.224 5.356 0.13
H -0.025 0.028 3.095 0.10
H -2.276 -3.569 2.472 0.12
H -3.208 -3.366 4.758 0.14
H -0.170 -3.940 1.596 0.15
H 0.820 -5.263 -0.413 0.13
H 1.801 -5.191 -2.708 0.13
H 1.997 -2.981 -3.853 0.13
H 1.214 -0.935 -2.670 0.12
N 1.785 0.420 0.568 -0.03
C 1.783 1.845 0.166 -0.09
C 1.101 1.964 -1.183 -0.61
O 1.469 2.903 -1.934 -0.12
O 0.203 1.132 -1.443 -0.14
H 2.050 0.331 1.544 0.12
H 2.489 -0.089 0.036 0.12
H 2.771 2.299 0.148 0.14
H 1.161 2.390 0.878 0.14
N -3.474 0.095 1.036 0.21
C -2.636 1.119 1.274 -0.60
N -3.108 2.192 1.919 0.21
O -1.427 1.101 0.928 -0.15
H -4.452 0.140 1.265 0.13
H -3.156 -0.683 0.488 0.11
H -4.080 2.299 2.153 0.13
H -2.491 2.973 2.058 0.13
Se 0.142 3.284 -3.687 1.26
C 1.600 3.522 -4.838 -0.59
C 1.379 3.302 -6.195 -0.10
C 2.447 3.516 -7.057 -0.11
N 3.645 3.918 -6.653 0.09
C 3.829 4.136 -5.353 -0.11
C 2.846 3.953 -4.393 -0.08
H 0.420 2.980 -6.579 0.11
H 2.326 3.353 -8.121 0.12
H 4.816 4.477 -5.061 0.12
H 3.045 4.141 -3.350 0.10



Entry 4:
50
Properties=species:S:1:pos:R:3:lowdin_charge:R:1 method="wB97M-V/def2-TZVPD" total_charge=-1 e_tot_ev=-44696.600 spin_multiplicity=1 fmax_ev_per_a=2.5
C 2.273 1.250 1.671 -0.04
C 1.576 -0.057 1.881 -0.46
C 0.126 -0.037 1.884 -0.13
C -0.574 -1.307 1.608 -0.20
C -2.042 -1.090 1.185 -0.19
C -2.708 0.036 1.931 -0.17
O -1.914 1.256 1.813 -0.02
C -0.576 1.246 1.698 -0.46
O -0.056 2.348 1.428 -0.03
O 2.198 -1.134 2.015 -0.06
H 1.509 2.036 1.444 0.04
H 2.830 1.556 2.564 0.07
H 2.973 1.172 0.828 0.08
H -0.080 -1.831 0.772 0.11
H -0.531 -2.018 2.448 0.10
H -2.016 -0.893 0.103 0.12
H -2.647 -1.990 1.351 0.10
H -3.669 0.321 1.479 0.11
H -2.857 -0.168 3.006 0.12
C 7.163 2.490 2.957 -0.06
C 6.437 1.351 3.618 -0.27
C 5.567 0.560 2.858 -0.03
C 4.879 -0.499 3.439 -0.04
C 5.101 -0.809 4.782 -0.27
S 4.346 -2.273 5.477 0.67
N 2.699 -1.800 5.665 -0.02
C 1.720 -2.599 5.921 -0.12
C 0.589 -2.115 6.751 -0.20
C -0.170 -2.990 7.563 -0.04
C -1.336 -2.522 8.185 -0.10
C -1.727 -1.181 8.034 -0.10
C -0.888 -0.283 7.357 -0.08
C 0.288 -0.740 6.739 -0.02
O 4.426 -3.329 4.493 -0.31
O 4.863 -2.462 6.811 -0.32
C 5.981 -0.038 5.558 -0.06
C 6.612 1.060 4.976 -0.05
H 7.766 3.049 3.684 0.07
H 7.833 2.124 2.164 0.08
H 6.462 3.190 2.477 0.08
H 5.421 0.778 1.798 0.12
H 4.143 -1.052 2.853 0.09
H 1.741 -3.693 5.694 0.14
H 0.154 -4.034 7.669 0.11
H -1.951 -3.203 8.787 0.10
H -2.665 -0.824 8.481 0.10
H -1.148 0.783 7.305 0.11
H 0.958 -0.058 6.196 0.12
H 6.151 -0.294 6.602 0.11
H 7.259 1.704 5.577 0.11



Entry 5:
48
Properties=species:S:1:pos:R:3:lowdin_charge:R:1 method="wB97M-V/def2-TZVPD" smiles="O=C(O)[C@@H]1[C@@H](c2ccccc2)[C@H](C(=O)OCCCO)[C@H]1c1ccccc1" e_tot_ev=-32372.185 spin_multiplicity=1 fmax_ev_per_a=0.8
O 2.872 -0.392 -0.519 0.11
C 2.127 -0.033 -1.397 -0.46
O 2.489 -0.005 -2.681 0.14
H 3.400 -0.325 -2.789 0.14
C 0.713 0.411 -1.185 -0.09
H 0.307 0.817 -2.110 0.15
C 0.510 1.297 0.067 -0.14
C 0.137 2.733 -0.114 -0.17
C 0.728 3.701 0.691 -0.03
C 0.385 5.035 0.565 -0.08
C -0.556 5.424 -0.372 -0.09
C -1.151 4.470 -1.180 -0.08
C -0.808 3.136 -1.050 -0.03
H -1.282 2.407 -1.690 0.10
H -1.886 4.765 -1.914 0.10
H -0.825 6.465 -0.473 0.10
H 0.854 5.772 1.199 0.10
H 1.464 3.404 1.424 0.11
H 1.388 1.219 0.711 0.14
C -0.597 0.337 0.568 -0.07
C -0.443 -0.213 1.961 -0.44
O -1.357 -0.456 2.706 0.13
O 0.844 -0.431 2.250 -0.01
C 1.142 -1.112 3.465 -0.15
C 1.109 -2.626 3.269 -0.14
C 2.211 -3.142 2.331 -0.26
O 2.041 -2.754 0.992 -0.08
H 2.355 -1.845 0.870 0.05
H 3.192 -2.827 2.709 0.12
H 2.179 -4.236 2.329 0.12
H 0.135 -2.904 2.862 0.12
H 1.227 -3.104 4.243 0.12
H 2.141 -0.774 3.754 0.13
H 0.412 -0.818 4.226 0.13
H -1.608 0.725 0.448 0.16
C -0.187 -0.677 -0.532 -0.13
C -1.248 -1.293 -1.384 -0.17
C -2.281 -0.545 -1.936 -0.03
C -3.238 -1.145 -2.734 -0.08
C -3.176 -2.503 -2.994 -0.09
C -2.152 -3.258 -2.450 -0.08
C -1.195 -2.658 -1.651 -0.02
H -0.397 -3.249 -1.226 0.12
H -2.098 -4.319 -2.646 0.10
H -3.924 -2.970 -3.617 0.10
H -4.037 -0.550 -3.153 0.10
H -2.349 0.514 -1.738 0.10
H 0.434 -1.468 -0.107 0.13



Entry 6:
57
Properties=species:S:1:pos:R:3:lowdin_charge:R:1 method="wB97M-V/def2-TZVPD" total_charge=-1 e_tot_ev=-61391.529 spin_multiplicity=1 fmax_ev_per_a=0.3
Pd 0.125 -0.344 1.076 -0.01
C -1.653 -2.130 4.547 -0.06
N -0.888 -2.854 3.561 -0.14
C 0.031 -3.850 3.814 -0.07
C 0.482 -4.257 2.607 -0.08
N -0.154 -3.535 1.625 0.00
B 0.088 -3.972 0.123 -0.47
N -0.134 -2.849 -0.908 -0.03
C -1.187 -2.876 -1.797 -0.09
C -1.143 -1.761 -2.552 -0.07
N -0.044 -1.042 -2.127 -0.14
C 0.263 0.314 -2.521 -0.06
C 0.543 -1.691 -1.084 -0.76
S 1.945 -1.115 -0.250 0.54
C -0.973 -2.639 2.216 -0.71
S -1.988 -1.410 1.555 0.55
H -1.217 -2.314 5.529 0.09
H -2.696 -2.447 4.546 0.09
H -1.628 -1.069 4.311 0.04
H 0.271 -4.169 4.812 0.10
H 1.209 -5.007 2.354 0.11
H 1.223 -4.389 0.079 0.06
H -0.714 -4.846 -0.143 0.07
H -1.877 -3.699 -1.805 0.11
H -1.779 -1.409 -3.344 0.11
H -0.153 0.486 -3.513 0.08
H 1.342 0.449 -2.541 0.06
H -0.159 1.028 -1.812 0.06
N -5.560 1.913 5.793 0.14
C -4.453 1.778 5.513 -0.19
C -3.067 1.608 5.162 -0.23
C -2.659 1.727 3.836 -0.01
C -1.329 1.556 3.499 -0.03
C -0.403 1.277 4.499 -0.22
C -0.803 1.154 5.827 -0.02
C -2.134 1.315 6.157 -0.04
N 0.941 1.063 4.146 -0.04
C 1.704 -0.058 4.423 -0.07
C 2.841 0.088 3.694 -0.15
N 2.812 1.267 2.988 0.06
C 1.666 1.814 3.270 -0.19
H -3.391 1.916 3.063 0.13
H -1.010 1.554 2.463 0.08
H -0.065 0.938 6.588 0.12
H -2.459 1.222 7.185 0.12
H 1.327 -0.869 5.022 0.11
H 3.652 -0.611 3.582 0.10
H 1.288 2.745 2.874 0.13
N 1.578 2.492 -0.088 -0.04
C 2.671 3.137 0.349 -0.14
C 2.602 4.417 -0.158 -0.10
C 1.408 4.429 -0.897 -0.20
N 0.784 3.256 -0.852 0.02
H 1.336 1.515 0.117 0.03
H 3.385 2.630 0.977 0.09
H 3.307 5.216 -0.011 0.08
H 0.971 5.239 -1.459 0.08